No. 1
This record from the OMol25 dataset describes C29H45N5O6P2Sr as an isolated structure. The level of theory is ωB97M-V with the def2-TZVPD basis set.

Results
- E (Eh) = -2570.646427
- LUMO (eV) = -5.131
- HOMO level (eV) = -13.412
- spin multiplicity = 1
- gap between HOMO and LUMO (eV) = 8.28
- total charge = +2
- energy relative to the best compared isomer or geometry (same formula, charge and spin) (kJ/mol) = 80.6

Each line ends with the Löwdin charge.
Cartesian coordinates (Å):
Sr -0.18774 0.02025 -0.61003  1.537
C -0.33948 1.19459 2.69526  -0.123
N 0.63098 0.23101 2.23941  -0.089
C 2.03910 0.54310 2.32204  -0.110
C 2.80385 0.06570 1.12742  -0.301
N 2.31496 0.01473 -0.08882  0.025
C 3.36373 -0.43013 -0.89669  -0.233
C 3.40953 -0.66164 -2.27046  -0.036
C 4.59681 -1.12020 -2.80429  -0.072
C 5.72198 -1.34303 -1.99463  -0.061
C 5.69521 -1.10828 -0.63448  0.008
C 4.49440 -0.64754 -0.10825  -0.172
N 4.09801 -0.31725 1.18004  0.189
C -0.41244 2.38476 1.77300  -0.319
N -0.25593 2.31159 0.47041  0.020
C -0.42308 3.61595 -0.00039  -0.223
C -0.36008 4.12523 -1.29618  -0.017
C -0.56634 5.47839 -1.46149  -0.066
C -0.82654 6.31894 -0.36711  -0.061
C -0.88732 5.83164 0.92234  0.003
C -0.68119 4.46609 1.07541  -0.174
N -0.65988 3.64202 2.19399  0.187
H -0.13063 1.55152 3.71088  0.134
H -1.31626 0.70778 2.74210  0.137
H 0.35842 -0.72448 2.08832  0.109
H 2.50800 0.15364 3.23357  0.135
H 2.13860 1.63206 2.36450  0.144
H 2.55478 -0.46089 -2.90851  0.106
H 4.67671 -1.29764 -3.86825  0.112
H 6.63535 -1.69691 -2.45228  0.115
H 6.56886 -1.27225 -0.01851  0.122
H 4.66587 -0.35918 2.01060  0.178
H -0.14908 3.48639 -2.14553  0.107
H -0.52463 5.91017 -2.45187  0.112
H -0.98004 7.37475 -0.54171  0.115
H -1.08480 6.48312 1.76257  0.121
H -0.80099 3.92735 3.14922  0.177
C -6.38076 -2.49807 0.79716  -0.024
C -5.05517 -1.77723 0.78627  -0.398
C -4.17453 -2.10875 1.96992  -0.026
O -4.34724 -2.21514 -0.43926  -0.191
P -3.40766 -1.27497 -1.25649  0.436
O -2.65710 -0.25062 -0.46996  -0.404
C -2.29867 -2.46973 -2.05599  -0.200
P -1.19152 -3.34716 -0.90603  0.437
O -0.52194 -2.34695 -0.02465  -0.409
O -0.23668 -4.20490 -1.80335  -0.169
C 1.01328 -3.67342 -2.37117  -0.430
C 0.91861 -3.75282 -3.87562  -0.023
C 2.14785 -4.47300 -1.77615  -0.018
O -2.05690 -4.36398 -0.12139  -0.158
C -2.55173 -5.64269 -0.67564  -0.409
C -1.67480 -6.75235 -0.14509  -0.026
C -3.99893 -5.75992 -0.25918  -0.029
O -4.20698 -0.57046 -2.40296  -0.164
C -5.29578 -1.24746 -3.14137  -0.423
C -6.56962 -0.49136 -2.84518  -0.025
C -4.91611 -1.24672 -4.60282  -0.032
H -6.95568 -2.19420 1.67143  0.100
H -6.22439 -3.57615 0.84763  0.086
H -6.96644 -2.26871 -0.09234  0.079
H -5.20402 -0.69784 0.70915  0.144
H -3.99160 -3.18292 2.01280  0.088
H -4.66398 -1.80046 2.89353  0.098
H -3.21631 -1.59409 1.89250  0.068
H -1.67589 -1.87749 -2.74083  0.080
H -2.86518 -3.17536 -2.66732  0.095
H 1.10096 -2.63051 -2.04360  0.103
H 0.82904 -4.78984 -4.19857  0.100
H 1.82236 -3.33370 -4.31924  0.093
H 0.05850 -3.20076 -4.25770  0.079
H 2.04462 -5.52337 -2.04954  0.098
H 2.14903 -4.38673 -0.68992  0.092
H 3.10261 -4.10730 -2.15483  0.089
H -2.47164 -5.58618 -1.76458  0.137
H -1.72315 -6.77781 0.94380  0.098
H -0.63855 -6.61838 -0.45182  0.079
H -2.02725 -7.70979 -0.52824  0.099
H -4.07350 -5.78693 0.82891  0.096
H -4.42398 -6.68178 -0.65445  0.099
H -4.58277 -4.91771 -0.63010  0.069
H -5.37238 -2.26877 -2.75959  0.132
H -6.48295 0.54097 -3.18397  0.098
H -6.78551 -0.48969 -1.77679  0.075
H -7.40711 -0.95723 -3.36410  0.100
H -4.79862 -0.22450 -4.96264  0.096
H -5.70004 -1.72776 -5.18726  0.098
H -3.98483 -1.78706 -4.77905  0.077

***

No. 2
This record from the OMol25 dataset describes C26H31Cl2InN4O3P as an isolated structure. The level of theory is ωB97M-V with the def2-TZVPD basis set.

Results
- E (Eh) = -2905.623196
- LUMO (spin up / spin down) (eV) = -2.440 / -2.440
- HOMO level (spin up / spin down) (eV) = -9.578 / -9.580
- spin multiplicity = 1
- gap between HOMO and LUMO (spin up / spin down) (eV) = 7.14 / 7.14
- total charge = +1
- energy relative to the best compared isomer or geometry (same formula, charge and spin) (kJ/mol) = 132.4

Each line ends with the natural charge from an NBO analysis.
Cartesian coordinates (Å):
In 0.49665 1.85129 1.09648  1.307
O -2.99521 1.45717 -0.21982  -0.574
N -1.93676 2.32637 -0.42533  -0.136
C -1.39529 2.30786 -1.57643  0.031
C -1.77343 1.38052 -2.67368  -0.072
C -2.45315 1.85937 -3.78981  -0.205
C -2.81489 0.99195 -4.80759  -0.186
C -2.49613 -0.35525 -4.71362  -0.189
C -1.81099 -0.83283 -3.60725  -0.184
C -1.43719 0.02131 -2.57197  -0.341
P -0.46395 -0.56858 -1.11758  0.861
C -1.10657 -2.26041 -0.87910  -0.379
C -0.66534 -3.38051 -1.58349  -0.149
C -1.23186 -4.62397 -1.34604  -0.227
C -2.24625 -4.76166 -0.40789  -0.189
C -2.69038 -3.65402 0.29908  -0.207
C -2.11676 -2.41172 0.06976  -0.193
C 1.17493 -0.83798 -1.87127  -0.363
C 2.06859 -1.69719 -1.22831  -0.223
C 3.36073 -1.85707 -1.69968  -0.204
C 3.78735 -1.14257 -2.81264  -0.200
C 2.91100 -0.28106 -3.45189  -0.211
C 1.61042 -0.13032 -2.98694  -0.144
H -3.19423 1.00017 -1.05722  0.476
H -0.55760 2.99466 -1.67620  0.259
H -2.69947 2.91171 -3.85627  0.227
H -3.34669 1.36749 -5.67138  0.230
H -2.77871 -1.03558 -5.50593  0.229
H -1.56485 -1.88476 -3.54647  0.229
H 0.12834 -3.28284 -2.31429  0.215
H -0.88330 -5.48786 -1.89701  0.223
H -2.68702 -5.73311 -0.22678  0.224
H -3.47663 -3.75909 1.03529  0.221
H -2.44911 -1.54818 0.63433  0.218
H 1.72922 -2.26871 -0.37166  0.206
H 4.03647 -2.54805 -1.21007  0.213
H 4.79666 -1.26445 -3.18242  0.224
H 3.23524 0.27494 -4.32166  0.224
H 0.93598 0.54083 -3.50490  0.210
C 1.86104 3.15277 5.67186  -0.256
O 1.02077 4.00135 4.85994  -0.478
C 0.62870 3.49753 3.70945  0.913
O 0.92366 2.36658 3.31568  -0.699
N -0.12559 4.36474 3.00448  -0.457
N -0.65759 3.93156 1.79583  -0.671
H 2.07063 3.73382 6.56230  0.214
H 2.77901 2.92112 5.13760  0.201
H 1.33106 2.23741 5.92234  0.202
H -0.34426 5.27142 3.38676  0.413
H -0.28563 4.46015 1.00813  0.422
H -1.67150 3.92741 1.80518  0.403
Cl -3.00300 2.74581 3.85658  -0.024
C -3.18657 1.28588 2.87911  -0.396
Cl -1.63631 0.45404 2.61179  0.050
H -3.59055 1.54437 1.90884  0.257
H -3.82286 0.59633 3.42084  0.238
C 2.78302 -3.52110 2.20238  -0.590
C 3.22142 -2.05416 2.16122  -0.522
C 2.07815 -1.14643 2.15060  0.429
N 1.17147 -0.44325 2.12840  -0.431
H 3.66367 -4.16009 2.18943  0.232
H 2.16125 -3.77280 1.34403  0.219
H 2.21685 -3.73160 3.10781  0.225
H 3.80911 -1.83575 1.26765  0.264
H 3.83794 -1.80481 3.02573  0.262
C 1.53841 2.95329 -0.35696  -1.235
H 1.69732 2.27617 -1.20838  0.178
H 2.53053 3.07033 0.10906  0.186

***

No. 3
This record from the OMol25 dataset describes an isolated ion of composition C5H10NS and charge +1. The level of theory is ωB97M-V with the def2-TZVPD basis set.

Results
- E (Eh) = -649.099821
- LUMO (eV) = -5.682
- HOMO level (eV) = -13.804
- spin multiplicity = 1
- gap between HOMO and LUMO (eV) = 8.12
- total charge = +1
- energy relative to the best compared isomer or geometry (same formula, charge and spin) (kJ/mol) = 329.7

Each line ends with the natural charge from an NBO analysis.
Cartesian coordinates (Å):
C -1.56785 0.77642 -1.32197  -0.075
C -0.17683 -1.23774 -0.82693  -0.248
C -0.45141 -1.16398 -2.32706  -0.562
C 0.82880 1.25689 1.37892  -0.616
C -0.37971 0.37604 1.16924  -0.240
N -0.37362 0.09913 -0.29725  -0.341
S -1.62056 0.14554 -2.82389  0.654
H -2.20016 1.60442 -0.87955  0.281
H -0.85475 -2.00030 -0.33234  0.209
H 0.87328 -1.48787 -0.59044  0.258
H 0.39323 -0.93403 -3.02086  0.262
H -0.79216 -2.21371 -2.57080  0.281
H 0.60253 2.35484 1.23604  0.229
H 1.03784 1.14167 2.51989  0.232
H 1.70343 0.91231 0.80625  0.227
H -1.26961 0.84604 1.56520  0.230
H -0.17574 -0.61516 1.64729  0.219

***

Max |F| list, top to bottom, in eV/A: 1.179; 0.195; 7.260